Density functional theory data (ωB97M-V with the def2-TZVPD basis set) for the ion C4H9N2 with charge +1 in a non-equilibrium geometry.

Last columns: bonded neighbours and bond lengths (Å).
Element x y z (Å)
1 N 1.8708 0.4130 1.0849  C2 1.487, H7 0.964, H8 0.965, H9 0.997
2 C 0.5694 0.4082 0.3650  N1 1.487, C3 1.464, N6 1.576, H10 1.133
3 C 0.2699 -0.2985 -0.8818  C2 1.464, C4 1.558, N6 1.439, H11 1.031
4 C -1.1974 0.1370 -1.1743  C3 1.558, C5 1.517, H12 1.050, H13 1.134
5 C -1.5527 -0.7553 -0.0003  C4 1.517, N6 1.490, H14 1.208, H15 1.065
6 N -0.1171 -1.0088 0.3087  C2 1.576, C3 1.439, C5 1.490
7 H 2.6536 0.8547 0.7365  N1 0.964
8 H 1.9984 -0.5098 1.3348  N1 0.965
9 H 1.8933 0.9845 1.9019  N1 0.997
10 H -0.2165 1.1957 0.5772  C2 1.133
11 H 0.9866 -0.6554 -1.5320  C3 1.031
12 H -1.5219 -0.1680 -2.1255  C4 1.050
13 H -1.4174 1.2460 -1.2609  C4 1.134
14 H -2.1165 -0.2107 0.9184  C5 1.208
15 H -2.1023 -1.6326 -0.2526  C5 1.065

Its SMILES is [NH3+][C@H]1[C@@H]2CCN12. Its total charge is +1. The value obtained for the frontier orbital gap is 10.6 eV. The energy above the lowest of the compared OMol25 structures with the same formula, charge and spin is 4.250 eV. The calculation puts the largest force on an atom at 4.59 eV/A. As for the energy: -7263.892 eV.